Entry 1:
The following is a DFT calculation (ωB97M-V with the def2-TZVPD basis set) of the molecule C23H30N4O.

Computed properties:
E_LUMO: 0.62 eV
Energy relative to the best compared isomer or geometry (same formula, charge and spin): 229.3 kJ/mol
SMILES: O=C(Nc1ccnn1C1CCN(C/C=C/c2ccccc2)CC1)C1CCCC1
Total charge: 0
E_tot: -32345.7679 eV
HOMO-LUMO gap: 8.58 eV
Spin multiplicity: 1

Atoms and positions in Å:
O: -0.369 -1.479 1.297
C: -1.041 -1.252 0.318
N: -0.592 -1.449 -0.959
C: 0.578 -2.135 -1.305
C: 0.716 -3.247 -2.114
C: 2.092 -3.492 -2.128
N: 2.736 -2.606 -1.395
N: 1.818 -1.779 -0.902
C: 2.211 -0.663 -0.076
C: 3.280 0.169 -0.797
C: 4.185 0.881 0.229
N: 3.542 1.229 1.472
C: 2.700 2.412 1.465
C: 1.331 2.276 0.855
C: 1.022 2.682 -0.372
C: -0.292 2.518 -0.991
C: -0.389 2.176 -2.339
C: -1.623 2.003 -2.937
C: -2.784 2.194 -2.204
C: -2.700 2.549 -0.867
C: -1.465 2.702 -0.263
C: 3.029 0.063 2.179
C: 2.749 -1.144 1.271
C: -2.469 -0.730 0.354
C: -2.838 -0.194 1.746
C: -4.173 -0.848 2.101
C: -4.072 -2.214 1.432
C: -3.461 -1.884 0.071
H: -1.265 -1.349 -1.706
H: -0.060 -3.792 -2.611
H: 2.628 -4.270 -2.634
H: 1.315 -0.061 0.093
H: 3.887 -0.502 -1.406
H: 2.797 0.891 -1.456
H: 4.605 1.788 -0.211
H: 5.019 0.222 0.488
H: 2.587 2.724 2.510
H: 3.257 3.191 0.938
H: 0.582 1.785 1.463
H: 1.783 3.136 -0.997
H: 0.514 2.034 -2.917
H: -1.682 1.729 -3.980
H: -3.749 2.072 -2.674
H: -3.603 2.710 -0.295
H: -1.402 2.989 0.776
H: 2.114 0.338 2.705
H: 3.771 -0.230 2.935
H: 2.009 -1.788 1.744
H: 3.655 -1.723 1.094
H: -2.562 0.047 -0.409
H: -2.889 0.893 1.761
H: -2.069 -0.514 2.452
H: -4.328 -0.915 3.176
H: -5.000 -0.282 1.666
H: -5.033 -2.718 1.343
H: -3.392 -2.851 1.999
H: -4.240 -1.541 -0.612
H: -2.971 -2.750 -0.377

=====

Entry 2:
The following is a DFT calculation (ωB97M-V with the def2-TZVPD basis set) of the molecule C23H30N4O3S in a non-equilibrium geometry.

Computed properties:
E_LUMO: 0.56 eV
Energy relative to the best compared isomer or geometry (same formula, charge and spin): 54.3 kJ/mol
SMILES: CC(C)c1ccc(N(CC(=O)NC2CCCC2)C(=O)CCC(=O)Nc2nccs2)cc1
Total charge: 0
E_tot: -47278.2260 eV
HOMO-LUMO gap: 9.12 eV
Spin multiplicity: 1

Atoms and positions in Å:
C: -5.333 -0.848 2.463
C: -4.355 0.169 3.053
C: -5.099 1.404 3.566
C: -3.311 0.565 2.040
C: -1.960 0.448 2.337
C: -0.989 0.771 1.407
C: -1.364 1.210 0.144
N: -0.377 1.534 -0.817
C: 0.707 2.413 -0.388
C: 1.958 1.560 -0.116
O: 2.220 1.124 0.990
N: 2.685 1.333 -1.218
C: 3.786 0.397 -1.270
C: 3.447 -0.799 -2.183
C: 4.698 -1.024 -3.029
C: 5.217 0.393 -3.252
C: 5.050 1.041 -1.878
C: -0.320 1.026 -2.073
O: 0.480 1.457 -2.891
C: -1.178 -0.182 -2.391
C: -0.676 -1.386 -1.573
C: -1.626 -1.735 -0.457
O: -2.831 -1.677 -0.547
N: -1.079 -2.195 0.724
C: 0.212 -2.186 1.176
N: 1.289 -2.117 0.477
C: 2.396 -2.120 1.261
C: 2.175 -2.204 2.593
S: 0.484 -2.276 2.916
C: -2.712 1.398 -0.142
C: -3.670 1.067 0.794
H: -5.959 -0.388 1.703
H: -5.979 -1.245 3.243
H: -4.794 -1.672 2.000
H: -3.843 -0.298 3.903
H: -5.622 1.902 2.753
H: -4.401 2.112 4.009
H: -5.828 1.118 4.321
H: -1.655 0.089 3.311
H: 0.058 0.675 1.654
H: 0.402 2.923 0.525
H: 0.905 3.141 -1.179
H: 2.300 1.628 -2.109
H: 3.961 0.088 -0.237
H: 2.614 -0.519 -2.831
H: 3.150 -1.680 -1.618
H: 5.434 -1.606 -2.471
H: 4.479 -1.545 -3.960
H: 4.592 0.901 -3.987
H: 6.248 0.416 -3.599
H: 5.914 0.817 -1.252
H: 4.947 2.124 -1.936
H: -2.235 -0.025 -2.181
H: -1.061 -0.370 -3.459
H: -0.624 -2.269 -2.214
H: 0.324 -1.216 -1.174
H: -1.779 -2.376 1.436
H: 3.361 -2.067 0.793
H: 2.884 -2.224 3.394
H: -3.005 1.805 -1.098
H: -4.710 1.204 0.546